No. 1
# C26H45Cl2N3O5

3 unconnected molecules or ions with the total composition C26H45Cl2N3O5 in a non-equilibrium geometry (ωB97M-V/def2-TZVPD, OMol25).

Results
**HOMO energy**: -9.28 eV
**Max |F|**: 10.15 eV/A

The geometry in XYZ format:
```
81
C26H45Cl2N3O5 | OMol25 | ωB97M-V/def2-TZVPD
H -5.586 -2.808 2.510
H 5.414 -2.406 -3.003
H 1.002 4.472 -1.337
C 0.073 -0.405 -0.213
C 1.824 -2.486 0.226
H -5.452 -3.321 0.376
H 5.214 -3.884 -1.763
C 0.063 -1.626 -1.288
H -1.946 0.548 -2.998
H 3.519 -3.882 -0.332
H 2.348 7.138 -2.024
H -4.623 -4.844 0.697
H -0.837 7.640 0.504
H -7.607 -1.373 2.801
C -1.275 -0.836 0.700
H 2.113 5.775 -3.124
C 0.081 8.049 0.071
H 0.744 -3.470 2.105
C 3.049 -3.529 2.458
C -0.949 1.126 -3.201
C 3.252 -2.727 -0.489
C 3.302 -2.504 -2.118
H 3.177 5.615 -1.703
H 0.119 5.956 -1.633
O 1.185 5.849 0.144
H -8.637 -2.819 2.904
Cl -3.433 0.998 -0.627
C 4.707 -3.258 -2.626
C 2.424 0.055 1.387
H 1.690 -4.669 0.959
O -3.431 -1.727 -0.416
H -6.798 -5.987 1.063
H 0.193 9.086 0.401
C -5.559 -4.407 0.328
H -1.189 -2.015 0.873
C 2.241 6.052 -2.072
H 5.518 -0.202 1.546
C -2.688 -0.624 -0.113
H 0.453 2.880 0.582
H 1.364 7.264 1.593
H 2.214 7.651 0.110
H -0.210 0.391 -3.786
H -7.681 -4.503 0.767
C -6.516 -3.233 2.901
H 5.801 1.345 0.421
H 2.320 1.904 -0.316
N 3.341 1.741 -0.431
N 0.720 -2.895 -0.704
C 3.591 0.696 0.468
H 2.985 -0.567 2.241
H -7.844 -2.404 1.385
C 1.284 7.226 0.501
C 1.063 5.561 -1.246
C 1.714 -3.592 1.452
N -0.134 1.006 -0.492
H 5.432 -0.317 -0.420
H 0.720 -1.294 1.707
C -0.124 1.567 -1.842
H -1.378 2.453 0.674
H 4.070 -2.149 0.115
C -0.294 1.952 0.647
H 4.424 -3.987 -3.527
H -0.044 8.055 -1.015
H 5.440 -3.005 3.309
C 4.379 -3.348 2.942
C -7.719 -2.410 2.471
C 1.344 -0.965 0.736
C -6.737 -4.898 1.154
H -6.436 -3.196 3.993
H -0.150 1.499 1.728
O -0.424 -1.885 -2.484
H 0.863 -3.684 -1.367
H -5.687 -4.685 -0.724
O -6.615 -4.610 2.544
Cl 3.380 -0.741 -2.670
H -1.090 2.049 -3.941
H -1.255 -0.376 1.777
H 2.444 -3.037 -2.713
H 1.937 0.963 1.991
O 0.590 2.715 -2.045
C 5.221 0.316 0.542
```

No. 2
# C21H22BrFN4O4Pt

A molecular structure, C21H22BrFN4O4Pt in a non-equilibrium geometry (ωB97M-V/def2-TZVPD, OMol25).

Results
**Spin multiplicity**: 5
**Net charge**: +4
**HOMO energy (spin up / spin down)**: -19.03 / -19.05 eV
**Max |F|**: 1.66 eV/A
**<S²>**: 6.05

The geometry in XYZ format:
```
54
C21H22BrFN4O4Pt | OMol25 | ωB97M-V/def2-TZVPD
H 1.988 2.775 6.188
H 1.443 -2.354 -3.374
C -3.276 -2.921 -2.765
H -4.070 -4.001 -4.438
H -5.881 -2.240 -3.116
H 3.214 4.238 7.739
H -0.717 -2.608 -2.108
H 0.719 -3.816 -1.384
C -4.400 -0.720 -2.563
H 4.659 6.174 7.826
O 0.782 1.485 1.570
H 2.346 -3.792 -0.793
C -5.334 -1.409 -3.554
O 3.413 1.184 2.375
H -4.955 -0.574 -1.636
H -2.382 -3.486 -2.549
C 0.136 -1.292 -0.680
H -4.072 -3.373 -2.169
N 2.574 3.815 4.481
C 3.280 4.857 4.017
C -1.245 0.592 0.012
C -3.590 -3.041 -4.264
H -1.390 1.492 0.596
H 3.242 -2.053 0.141
H 2.332 -3.883 -3.293
F -3.389 0.819 -0.812
C 3.984 5.502 6.154
Pt 1.870 2.643 2.978
H -5.177 -2.321 -5.433
C 1.043 0.439 0.939
C 2.241 -0.316 0.921
O 4.384 -0.700 1.650
C -2.257 0.149 -0.781
C 2.571 3.606 5.821
H 3.095 -2.397 -2.742
C -0.039 -0.106 0.078
N 1.356 -1.969 -0.603
H -2.702 -2.984 -4.888
C 3.407 0.151 1.747
H -6.060 -0.689 -3.925
C 3.992 5.725 4.765
Br 3.147 4.923 2.133
C 3.252 4.426 6.674
C -0.887 -1.746 -1.486
C 1.630 -3.224 -1.380
C 2.328 -1.473 0.150
H 4.543 6.556 4.345
H -4.033 -1.195 -5.168
N -3.167 -1.521 -2.302
C -2.135 -1.061 -1.555
C 2.149 -2.940 -2.779
O 4.689 6.345 6.871
N -4.546 -1.955 -4.714
H -4.105 0.266 -2.918
```

No. 3
# C35H34F5O3S

2 unconnected molecules or ions with the total composition C35H34F5O3S in a non-equilibrium geometry (ωB97M-V/def2-TZVPD, OMol25).

Results
**Net charge**: -1
**HOMO energy**: -4.03 eV
**Max |F|**: 3.18 eV/A
**Relative energy (zero: lowest compared OMol25 entry of this formula, charge and spin)**: 0.939 eV

The geometry in XYZ format:
```
78
C35H34F5O3S | OMol25 | ωB97M-V/def2-TZVPD
C 0.290 -0.675 2.762
C 3.419 2.682 -5.226
C -0.251 -0.137 6.355
C -0.516 -0.190 -3.407
H -3.606 -1.474 -6.688
C 2.759 1.494 -4.896
C -2.195 -3.440 -4.312
F 0.328 -5.192 -1.766
H -1.733 -2.293 2.075
H -1.038 0.750 -3.176
C -1.196 -2.903 1.344
H 1.742 3.991 3.760
C 1.467 4.251 2.736
C -0.300 4.164 1.002
H 1.476 -2.493 4.540
H -0.256 0.950 6.460
C 3.129 3.864 -4.537
C -0.207 -0.848 0.320
C 0.082 3.694 2.405
H 0.776 2.664 -2.377
C -1.215 -4.290 1.393
H -0.012 -0.585 7.328
C -1.223 -1.183 -4.184
H -0.653 -6.172 0.474
C 0.716 -2.106 5.227
C -1.256 -2.556 -3.815
C -0.952 4.275 3.374
H 2.904 -0.523 4.988
H 0.683 -2.575 -1.520
C 1.497 2.679 -3.194
H -0.574 -2.874 -3.035
C 0.463 0.054 3.910
H -0.706 4.007 4.403
O 1.489 0.162 -1.774
S 1.192 -0.057 -3.186
C 0.397 1.525 3.812
H 2.433 -0.644 6.696
H 1.463 5.340 2.625
H 2.260 0.904 5.827
C -0.439 -2.250 0.320
C -3.055 -3.027 -5.321
C 0.109 -3.056 -0.722
C 0.131 2.151 2.501
H 0.429 -1.758 2.767
C -0.013 -0.080 1.488
F -5.226 -3.848 -4.928
C -2.958 -1.743 -5.854
H 3.681 4.775 -4.768
F -3.731 -5.278 -5.725
H 4.178 2.667 -6.011
H -0.968 5.366 3.280
H -1.295 3.794 0.725
H -0.109 -0.352 -0.635
F -4.578 -3.719 -7.025
C 0.767 -0.581 5.294
C 2.180 -0.182 5.735
C -2.080 -0.830 -5.284
C -4.136 -3.971 -5.760
C -0.030 1.350 1.411
C -0.644 -5.091 0.401
O 1.885 -1.098 -3.914
H 0.913 -2.534 6.219
H 0.434 3.837 0.257
C 2.154 3.865 -3.533
H 2.210 3.829 2.051
H -1.256 -0.467 6.069
H -0.175 1.793 0.423
H 3.012 0.566 -5.408
O 0.565 2.242 4.827
H -2.082 0.197 -5.661
F -1.776 -4.898 2.499
H -0.331 5.261 0.978
H -0.272 -2.454 4.904
C 1.800 1.492 -3.874
H 1.919 4.778 -2.983
H -1.950 3.892 3.132
C -0.069 -4.429 -0.685
H -2.272 -4.450 -3.917
```

No. 4
# CBF4MoNSbSe5

A molecular structure, CBF4MoNSbSe5 in a non-equilibrium geometry (ωB97M-V/def2-TZVPD, OMol25).

Results
**Net charge**: +1
**HOMO energy**: -12.75 eV
**Max |F|**: 1.40 eV/A
**Relative energy (zero: lowest compared OMol25 entry of this formula, charge and spin)**: 0.089 eV

The geometry in XYZ format:
```
14
CBF4MoNSbSe5 | OMol25 | ωB97M-V/def2-TZVPD
N -1.890 -1.452 -0.614
Se 2.130 -3.152 3.037
F -1.207 2.315 -0.382
Se 1.216 -2.387 -0.748
F -0.281 4.260 -1.184
Se -4.467 -2.625 -1.213
C -2.977 -1.943 -0.865
Mo -0.218 -0.662 -0.468
Se 3.926 0.358 0.777
B -0.195 3.202 -0.406
F 0.926 2.920 0.241
Se -0.060 -0.118 1.718
Sb 2.570 -1.335 1.635
F 0.526 0.619 -1.527
```

Question: Look up the max |F| of the first one.
Answer: 10.15 eV/A

Question: max |F| of number 2 (C21H22BrFN4O4Pt)?
Answer: 1.66 eV/A

Question: Which of these has the highest max |F|?
Answer: C26H45Cl2N3O5